Version w
A cluster of 2 separate species, C5H14N2O2 in total. Source: the OMol25 dataset; level of theory: ωB97M-V/def2-TZVPD.

Structure (SMILES): CC(C)NC(=O)CN.O
Gap between HOMO and LUMO in eV: 10.177
HOMO energy in eV: -9.5344

ORCA input file:
```
! RIJCOSX wB97M-V def2-TZVPD def2/J DEFGRID3
* xyz 0 1
C 2.11616 -0.33491 -1.80670
C 1.32514 -0.99122 -0.66026
C 2.18586 -1.08392 0.59372
N 0.12237 -0.20167 -0.35019
C -1.13750 -0.70018 -0.43502
O -1.38204 -1.83564 -0.80310
C -2.23285 0.24971 0.03208
N -2.74250 -0.12925 1.35331
H 1.68700 0.63487 -2.04500
H 2.08329 -0.93842 -2.71217
H 3.15004 -0.17537 -1.49328
H 0.93040 -1.98176 -0.89596
H 3.06570 -1.70545 0.39014
H 2.57649 -0.10299 0.87034
H 1.65900 -1.45038 1.47309
H 0.26508 0.77178 -0.13802
H -3.00768 0.28642 -0.73536
H -1.75749 1.22323 0.10198
H -2.32434 -1.00503 1.64106
H -3.74220 -0.29673 1.33137
O -0.82596 3.62283 1.38359
H -1.49190 3.15910 0.86828
H -0.52210 2.98497 2.03611
*
```

---

Version x
A cluster of 3 separate species, C5H14N2O2 in total. Source: the OMol25 dataset; level of theory: ωB97M-V/def2-TZVPD.

Gap between HOMO and LUMO in eV: 7.666
HOMO energy in eV: -6.8708

ORCA input file:
```
! RIJCOSX wB97M-V def2-TZVPD def2/J DEFGRID3
* xyz 0 1
C 1.93448 -0.99458 -0.75093
C 0.99992 0.42338 1.11511
N 2.64721 -0.10593 -1.50885
O 1.00859 -1.66502 -1.28884
H -0.00213 -2.02561 -0.31078
H 2.44543 -1.34431 0.14574
H 3.24227 0.54171 -1.01703
H 2.15666 0.28195 -2.30124
H 1.09835 -0.23985 1.97887
H 1.98133 0.86201 0.91551
H 0.38444 1.28464 1.39214
C -1.47023 1.34866 -1.00034
C -1.85514 -0.16215 1.60138
N -1.29731 -0.08108 -0.80359
C -1.07870 -0.63345 0.41318
O -0.73397 -1.89537 0.44024
H -0.74663 -0.53734 -1.52559
H -2.33111 1.71486 -0.44408
H -1.65419 1.52773 -2.05834
H -0.57356 1.89648 -0.69138
H -1.96755 0.91743 1.62431
H -2.84603 -0.62336 1.57349
H -1.34212 -0.49079 2.50102
*
```

---

Version y
A cluster of 2 separate species, C5H14N2O2 in total. Source: the OMol25 dataset; level of theory: ωB97M-V/def2-TZVPD.

Structure (SMILES): CN(C)C(N)=O.CCO
Gap between HOMO and LUMO in eV: 9.865
HOMO energy in eV: -9.1970

ORCA input file:
```
! RIJCOSX wB97M-V def2-TZVPD def2/J DEFGRID3
* xyz 0 1
C 1.89346 0.72830 1.06351
N 1.14963 -0.44617 0.61016
C 1.99947 -1.54637 0.15816
C -0.11607 -0.81782 1.12499
N -0.79804 0.14514 1.80219
O -0.67746 -1.86768 0.84165
H 2.61554 1.00043 0.28869
H 2.43732 0.50521 1.98473
H 1.21639 1.56583 1.23822
H 2.53295 -1.23212 -0.74233
H 1.43064 -2.44484 -0.08779
H 2.72019 -1.80595 0.93815
H -0.33160 0.87575 2.31398
H -1.71029 -0.17053 2.10519
C -2.36824 0.90970 -1.09600
C -0.96740 0.78674 -1.66381
O -0.96557 -0.17623 -2.71368
H -3.08326 1.21423 -1.86793
H -2.40317 1.64357 -0.28503
H -2.71751 -0.05861 -0.72181
H -0.66977 1.74984 -2.09445
H -0.10254 0.48494 -0.90982
H -1.08468 -1.04338 -2.28700
*
```

---

Version z
A cluster of 2 separate species, C5H14N2O2 in total. Source: the OMol25 dataset; level of theory: ωB97M-V/def2-TZVPD.

Gap between HOMO and LUMO in eV: 7.799
HOMO energy in eV: -7.0396

ORCA input file:
```
! RIJCOSX wB97M-V def2-TZVPD def2/J DEFGRID3
* xyz 0 1
C -0.93505 -0.54751 0.77143
C 1.46665 -0.79833 2.08196
C -1.72341 -1.46879 1.55803
N 0.62759 -1.28364 0.97917
O -0.79962 0.82331 1.09710
H -1.15253 0.94244 1.98586
H 1.14468 -1.27774 0.10273
H -1.09870 -0.61456 -0.30195
H 1.72088 0.24804 1.92693
H 2.38180 -1.38996 2.14758
H 0.90953 -0.90246 3.01335
H -2.67663 -1.77717 1.14528
H -0.05138 -2.14965 1.31368
H -1.76636 -1.23958 2.62605
C -0.20869 1.11123 -3.51076
C 0.13271 1.35202 -2.07847
O 1.56552 1.39747 -0.32220
N 1.28533 1.05546 -1.63893
H 0.72678 1.56856 0.15773
H -0.63396 1.78777 -1.42995
H 0.65091 0.70629 -4.04205
H -1.04603 0.41350 -3.59375
H -0.52000 2.04329 -3.98882
*
```

---

It turns out version w is the most stable, with the second structure 20.0 kJ/mol higher.

---

Version w
A structure of composition C2H8NO2. Source: the OMol25 dataset; level of theory: ωB97M-V/def2-TZVPD.

Gap between HOMO and LUMO in eV: 7.364
HOMO energy in eV: -3.4764

ORCA input file:
```
! RIJCOSX wB97M-V def2-TZVPD def2/J DEFGRID3
* xyz -1 1
C -0.20405 -0.33739 -0.06142
O -0.91476 0.11097 1.01947
C 1.26463 0.16550 0.02450
N 2.21616 -1.00320 -0.41652
H -0.66881 0.01979 -0.97840
H -0.14558 -1.43049 -0.00659
H 1.31594 1.18870 -0.34914
H 1.65137 -0.42560 -1.15263
H 3.09129 -0.46308 -0.31505
H 1.29805 0.38215 1.10403
H -3.66603 1.00564 -0.19042
H -1.92272 0.38149 0.85066
O -3.31548 0.40552 0.47150
*
```

---

Version x
A cluster of 2 separate species, C2H8NO2 in total. Source: the OMol25 dataset; level of theory: ωB97M-V/def2-TZVPD.

Gap between HOMO and LUMO in eV: 7.351
HOMO energy in eV: -2.8654

ORCA input file:
```
! RIJCOSX wB97M-V def2-TZVPD def2/J DEFGRID3
* xyz -1 1
C -0.80845 1.46425 0.15198
N -0.34263 0.05578 0.19936
C 1.20273 0.10689 -0.11947
O 1.91196 0.79812 0.70669
H -1.43012 1.58295 1.05331
H -1.43106 1.68978 -0.71858
H -0.01044 2.20088 0.25367
H -0.24255 -0.10334 1.20098
H 1.25973 0.41507 -1.22223
H 1.49219 -0.99537 -0.19511
H -1.32235 -1.25293 -0.38019
H -0.70690 -2.58236 -0.73620
O -1.55690 -2.13112 -0.78100
*
```

---

Version y
A cluster of 2 separate species, C2H8NO2 in total. Source: the OMol25 dataset; level of theory: ωB97M-V/def2-TZVPD.

Gap between HOMO and LUMO in eV: 8.009
HOMO energy in eV: -3.5498

ORCA input file:
```
! RIJCOSX wB97M-V def2-TZVPD def2/J DEFGRID3
* xyz -1 1
C -1.74998 0.35222 1.51843
O -1.77466 -0.54501 0.37742
H -2.71742 0.87098 1.56225
H -1.35632 -0.38640 2.37040
H -1.11174 1.22394 1.32592
N 2.23905 0.25715 -1.39635
C 0.74087 -0.19018 -1.13326
O 0.50299 -1.15929 -0.15829
H 2.52370 0.83994 -0.61983
H 2.78288 -0.61162 -1.25581
H 0.24555 0.76108 -0.77903
H 0.40115 -0.46432 -2.12107
H -0.72610 -0.94848 0.30924
*
```

---

It turns out version x is the most stable, with the second structure 54.3 kJ/mol higher.

---

Version w
A cluster of 2 separate species, C2H8NO2 in total. Source: the OMol25 dataset; level of theory: ωB97M-V/def2-TZVPD.

Gap between HOMO and LUMO in eV: 7.745
HOMO energy in eV: -3.3067

ORCA input file:
```
! RIJCOSX wB97M-V def2-TZVPD def2/J DEFGRID3
* xyz -1 1
C -0.28481 -1.45159 1.86825
O -1.05567 -0.48428 1.24657
H 0.74960 -1.17558 2.09602
H -0.06642 -2.32933 1.21957
H -0.75368 -1.80799 2.78765
N -0.54528 1.53730 -1.68592
C 0.61243 0.52429 -1.36045
O 0.97664 0.52048 -0.07224
H -0.13114 2.25931 -2.26493
H -0.68213 1.98809 -0.78254
H 1.42975 0.87405 -2.02725
H 0.15499 -0.43384 -1.64792
H -0.40428 -0.02094 0.62318
*
```

---

Version x
A cluster of 2 separate species, C2H8NO2 in total. Source: the OMol25 dataset; level of theory: ωB97M-V/def2-TZVPD.

Gap between HOMO and LUMO in eV: 7.099
HOMO energy in eV: -2.6912

ORCA input file:
```
! RIJCOSX wB97M-V def2-TZVPD def2/J DEFGRID3
* xyz -1 1
C 0.68149 -1.37739 -0.25046
N -0.29158 -0.32689 0.01403
C -0.01032 0.85974 -0.90400
O -0.07092 0.58338 -2.19940
H 0.79460 -1.56705 -1.32117
H 0.41279 -2.30708 0.26347
H 1.63978 -1.08383 0.19043
H -1.18489 -0.66774 -0.30109
H 0.99771 1.18808 -0.55404
H -0.76714 1.61534 -0.58467
H -0.40534 0.07526 1.79807
H 0.17042 1.04620 2.82952
O -0.38557 0.29131 2.78594
*
```

---

Version y
A cluster of 2 separate species, C2H8NO2 in total. Source: the OMol25 dataset; level of theory: ωB97M-V/def2-TZVPD.

Gap between HOMO and LUMO in eV: 6.779
HOMO energy in eV: -2.7620

ORCA input file:
```
! RIJCOSX wB97M-V def2-TZVPD def2/J DEFGRID3
* xyz -1 1
C -0.40934 0.44883 -1.54513
N -0.44270 0.51883 -0.10636
C -1.44267 -0.32008 0.99501
O -2.69634 -0.24053 0.98946
H -1.22867 -0.19684 -1.93418
H -0.57386 1.44694 -2.02684
H 0.55033 0.07021 -1.96312
H -0.36159 1.45890 0.28163
H -1.06190 -1.38593 0.81573
H -0.77747 -0.03329 1.93634
H 3.30395 0.00798 1.14138
H 2.09439 -0.95791 0.68994
O 3.04588 -0.81711 0.72613
*
```

---

It turns out version x is the most stable, with the second structure 30.0 kJ/mol higher.

---

Version w
A cluster of 2 separate species, C3H10N2O2 in total. Source: the OMol25 dataset; level of theory: ωB97M-V/def2-TZVPD.

Structure (SMILES): [H]/N=[N+](\[O-])OC.CC
Gap between HOMO and LUMO (alpha / beta) in eV: 11.017 / 11.016
HOMO energy (alpha / beta) in eV: -10.4643 / -10.4639

ORCA input file:
```
! RIJCOSX wB97M-V def2-TZVPD def2/J DEFGRID3
* xyz 0 1
H 0.25600 3.29358 1.25107
N 0.03367 2.56733 1.93133
N 0.30982 1.46003 1.48023
O 0.62912 1.10783 0.24862
O 0.23137 0.48324 2.46004
C 0.73802 -0.77924 2.05902
H 0.56148 -1.43098 2.92019
H 0.21114 -1.15607 1.18748
H 1.80547 -0.72045 1.83524
C -0.13667 -0.06449 -2.18163
C -1.07728 -1.14801 -1.68775
H -0.22072 0.86517 -1.56107
H 0.90660 -0.33487 -2.04063
H -0.29923 0.13353 -3.24020
H -2.11988 -0.88035 -1.85968
H -0.87961 -2.09764 -2.18854
H -0.94930 -1.29862 -0.61374
*
```

---

Version x
A cluster of 2 separate species, C3H10N2O2 in total. Source: the OMol25 dataset; level of theory: ωB97M-V/def2-TZVPD.

Structure (SMILES): CC(=O)NCN.O
Gap between HOMO and LUMO in eV: 10.461
HOMO energy in eV: -9.6341

ORCA input file:
```
! RIJCOSX wB97M-V def2-TZVPD def2/J DEFGRID3
* xyz 0 1
C -0.18534 -2.32837 -1.01189
C 0.29278 -0.97688 -0.50879
O 1.11515 -0.28264 -1.07903
N -0.13965 -0.67917 0.74183
C 0.16419 0.56755 1.38227
N -1.06376 1.02713 2.07112
H -1.21376 -2.53469 -0.73353
H -0.12891 -2.37238 -2.09443
H 0.49573 -3.05808 -0.59679
H -0.77187 -1.27507 1.24852
H 0.91092 0.47666 2.17782
H 0.50457 1.30698 0.68640
H -0.80885 1.76572 2.72092
H -1.65311 1.52586 1.40738
O 0.97056 2.51843 -1.83490
H 0.37103 2.73912 -2.55627
H 1.14033 1.57983 -2.02062
*
```

---

It turns out version x is the most stable, with the second structure 482.7 kJ/mol higher.